The following is a DFT calculation (wB97M-V/def2-TZVPD) of C50H74Cl2N5SSbScSi5Te as an isolated structure in a non-equilibrium geometry.

For the lowest unoccupied orbital energy, the calculation gives -2.58 eV. As for the frontier orbital gap: 6.560 eV. The total charge is +1. The value obtained for the energy relative to the best compared isomer or geometry (same formula, charge and spin) is 0.255 eV.

Last column: Mulliken charge in e.
CARTESIAN COORDINATES (ANGSTROEM)
1 Sc -0.34 0.24 0.47  -0.563
2 Cl -1.62 0.44 -2.30  0.007
3 C -2.48 -1.08 -2.09  -0.860
4 Cl -1.89 -1.83 -0.60  -0.242
5 H -2.25 -1.74 -2.92  0.614
6 H -3.54 -0.88 -1.98  0.386
7 C 0.81 2.41 6.18  -1.285
8 C 1.44 1.36 5.34  1.121
9 N 2.56 0.77 5.56  -0.909
10 N 2.75 -0.09 4.54  0.407
11 C 1.74 -0.05 3.66  -0.643
12 S 1.60 -0.78 2.16  -0.381
13 N 0.88 0.89 4.17  0.240
14 N -0.30 1.25 3.54  -0.049
15 H 1.39 2.55 7.08  0.367
16 H -0.21 2.13 6.45  0.304
17 H 0.76 3.35 5.63  0.290
18 H 3.57 -0.68 4.52  0.165
19 H -0.43 2.26 3.56  -0.049
20 H -1.11 0.81 3.98  0.324
21 C -2.24 1.22 1.10  1.191
22 Si -2.12 3.01 0.55  -0.593
23 C -0.22 3.42 0.63  -0.957
24 N 0.68 2.38 0.07  2.185
25 C 0.87 2.60 -1.39  0.822
26 C 2.30 2.96 -1.80  0.547
27 C 2.85 4.09 -0.93  -1.108
28 C 2.79 3.71 0.56  -0.846
29 C 2.00 2.41 0.75  -0.872
30 C -2.91 4.34 1.66  1.039
31 C -4.13 4.92 1.32  -0.560
32 C -4.70 5.91 2.10  -0.769
33 C -4.06 6.34 3.25  -0.536
34 C -2.86 5.76 3.62  -0.848
35 C -2.31 4.77 2.83  -0.268
36 C -2.84 3.26 -1.19  0.773
37 C -2.38 4.22 -2.08  -0.073
38 C -2.95 4.37 -3.34  -0.889
39 C -4.02 3.58 -3.71  -0.648
40 C -4.50 2.63 -2.84  -0.714
41 C -3.92 2.47 -1.60  -0.604
42 H -3.11 0.75 0.61  -0.118
43 H -2.52 1.24 2.16  -0.198
44 H 0.01 3.51 1.69  0.463
45 H 0.00 4.39 0.18  0.485
46 H 0.20 3.40 -1.70  -0.559
47 H 0.60 1.70 -1.95  -1.150
48 H 2.27 3.30 -2.83  0.413
49 H 2.94 2.08 -1.76  -0.569
50 H 2.25 4.98 -1.12  0.351
51 H 3.87 4.31 -1.23  0.460
52 H 2.32 4.51 1.14  0.259
53 H 3.79 3.56 0.97  0.493
54 H 1.84 2.25 1.83  -0.156
55 H 2.59 1.56 0.38  0.502
56 H -4.64 4.59 0.42  0.349
57 H -5.64 6.35 1.81  0.425
58 H -4.49 7.13 3.85  0.409
59 H -2.36 6.09 4.52  0.430
60 H -1.37 4.33 3.15  0.065
61 H -1.56 4.87 -1.79  0.431
62 H -2.56 5.12 -4.02  0.444
63 H -4.48 3.72 -4.68  0.418
64 H -5.34 2.01 -3.12  0.491
65 H -4.30 1.72 -0.92  0.577
66 C 1.52 -4.27 -3.51  -0.830
67 Si 3.29 -3.62 -3.22  0.565
68 C 3.90 -4.46 -1.62  -1.004
69 C 4.36 -4.27 -4.67  -1.263
70 Si 3.29 -1.23 -2.91  -0.461
71 Te 1.58 -1.14 -0.99  0.559
72 Si 2.63 -0.19 -4.96  0.805
73 C 0.89 -0.85 -5.44  -0.804
74 C 3.90 -0.75 -6.26  -1.057
75 C 2.51 1.72 -5.11  -1.088
76 Si 5.38 -0.55 -1.96  0.551
77 C 5.55 -1.33 -0.22  -0.953
78 C 6.76 -1.27 -3.07  -1.138
79 C 5.67 1.34 -1.76  -0.977
80 H 1.48 -5.35 -3.55  0.411
81 H 1.09 -3.90 -4.44  0.370
82 H 0.87 -3.95 -2.70  -0.050
83 H 3.54 -5.49 -1.55  0.442
84 H 3.54 -3.92 -0.75  0.195
85 H 4.98 -4.49 -1.57  0.392
86 H 4.38 -5.35 -4.69  0.383
87 H 5.39 -3.93 -4.60  0.337
88 H 3.97 -3.94 -5.62  0.349
89 H 0.93 -1.91 -5.64  0.298
90 H 0.49 -0.36 -6.32  0.416
91 H 0.18 -0.69 -4.63  -0.070
92 H 3.97 -1.83 -6.29  0.187
93 H 4.89 -0.37 -6.03  0.290
94 H 3.65 -0.42 -7.27  0.412
95 H 1.65 2.12 -4.59  0.210
96 H 2.42 2.02 -6.16  0.523
97 H 3.40 2.21 -4.72  0.332
98 H 5.73 -2.40 -0.30  0.293
99 H 4.64 -1.20 0.35  0.091
100 H 6.37 -0.91 0.35  0.441
101 H 6.66 -2.35 -3.13  0.244
102 H 7.76 -1.05 -2.69  0.420
103 H 6.70 -0.88 -4.08  0.319
104 H 5.16 1.73 -0.88  0.088
105 H 5.31 1.89 -2.62  0.286
106 H 6.72 1.56 -1.65  0.554
107 C -3.30 -4.64 6.67  -0.508
108 C -3.63 -3.30 6.55  -0.681
109 C -3.29 -2.61 5.39  -0.529
110 C -2.63 -3.25 4.36  0.852
111 C -2.30 -4.59 4.49  -0.382
112 C -2.64 -5.28 5.64  -0.772
113 Sb -2.00 -2.10 2.64  0.644
114 C -1.48 -3.82 1.45  0.127
115 C -2.38 -4.79 1.05  -0.239
116 C -1.98 -5.80 0.20  -1.013
117 C -0.66 -5.89 -0.21  -0.475
118 C 0.26 -4.96 0.24  -0.559
119 C -0.15 -3.93 1.06  -0.526
120 C -4.01 -1.60 1.98  1.523
121 C -4.65 -2.12 0.86  -0.662
122 C -5.87 -1.61 0.45  -0.782
123 C -6.47 -0.58 1.15  -0.723
124 C -5.85 -0.06 2.28  -0.712
125 C -4.63 -0.57 2.68  -0.887
126 H -3.54 -5.18 7.57  0.394
127 H -4.15 -2.79 7.35  0.411
128 H -3.56 -1.57 5.30  0.204
129 H -1.78 -5.10 3.69  0.424
130 H -2.38 -6.33 5.73  0.407
131 H -3.41 -4.76 1.39  0.649
132 H -2.70 -6.53 -0.14  0.425
133 H -0.35 -6.68 -0.88  0.416
134 H 1.30 -5.03 -0.05  0.429
135 H 0.58 -3.20 1.41  0.309
136 H -4.20 -2.92 0.30  0.382
137 H -6.35 -2.02 -0.43  0.468
138 H -7.42 -0.17 0.82  0.433
139 H -6.31 0.74 2.84  0.468
140 H -4.15 -0.15 3.56  0.189